(1)
DFT (wB97M-V/def2-TZVPD) results for C16H28O4S in the gas phase at a distorted geometry.

The calculation puts the max |F| at 0.0885 hartree/bohr. As for the lowest unoccupied orbital energy: 0.51 eV. The SMILES is CC1=CC[C@H]2C(C)(C)CCC[C@]2(C)[C@H]1CCOS(=O)(=O)O. As for the total energy: -1325.57364 Ha. Its charge is 0.

Last column: Mulliken charge in e.
CARTESIAN COORDINATES (ANGSTROEM)
C -1.7822 -0.7505 0.4036  -2.138
C -0.4596 0.0901 0.4500  1.178
C 0.5355 -0.5586 -0.5991  0.636
H 0.1677 -2.6401 -1.0548  0.415
C -0.6985 2.4152 2.3701  -1.218
H -2.6309 -0.2043 0.7153  0.466
C 2.1861 -2.3555 -0.5113  -0.773
H 1.8670 -0.8678 -3.2974  0.326
H 1.5122 -0.0216 -0.4343  0.631
C -1.4053 1.5841 -1.4033  -0.957
H -0.7794 0.9731 -3.4618  0.325
H -1.8017 0.5809 2.8970  0.326
H -1.7047 -1.6429 1.0634  0.367
C -2.9132 2.5569 1.1530  -1.832
H 0.3397 2.7583 2.3198  0.384
C 0.0742 0.0863 1.8786  -1.050
O 2.2246 -3.7427 -0.5678  -0.206
H 0.1164 -0.9466 2.2848  0.465
H -3.4117 2.6934 0.1961  0.372
O 3.4367 -5.8787 -1.0141  -0.450
H 0.7383 -2.1208 -3.1369  0.358
H -0.3950 0.8542 3.8471  0.438
H 1.1201 0.4678 1.8618  0.366
H -2.4564 1.2803 -1.2649  0.266
C 0.7999 -1.0573 -3.2339  -1.798
C 0.7466 -2.0473 -0.3764  -1.204
C -1.3457 2.5982 0.9747  1.716
H -1.2023 3.0641 3.1348  0.430
H -1.2994 4.7680 1.3504  0.464
S 3.7768 -4.3389 -0.5822  1.220
H 3.7611 -6.3548 -0.2282  0.365
H 0.3242 1.9217 -0.1957  0.713
C 0.1740 -0.2968 -2.0744  1.013
C -0.6882 1.5669 -0.0162  -0.504
C -0.7034 0.7092 -2.4111  -1.585
H 0.3136 -0.7772 -4.1711  0.425
O 4.3010 -4.4857 0.7736  -0.644
H -3.2213 1.6456 1.6505  0.350
H -3.2058 3.4010 1.7950  0.485
H 2.7380 -2.0442 0.3754  0.520
C -1.0697 4.0764 0.5280  -1.996
H -1.4209 2.6326 -1.8563  0.453
H -0.0119 4.1686 0.2869  0.430
H -1.6499 4.3769 -0.3609  0.381
C -0.7651 0.9484 2.8416  -0.798
H 2.6244 -1.9209 -1.3831  0.510
H 0.4381 -2.3683 0.6347  0.444
H -1.9749 -1.1003 -0.6185  0.494
O 4.6809 -3.6965 -1.5324  -0.576

***

(2)
DFT (wB97M-V/def2-TZVPD) results for 9 unconnected molecules or ions with the total composition C16H29B2F4N2O18 at a distorted geometry.

The calculation puts the max |F| at 0.0993 hartree/bohr. As for the lowest unoccupied orbital energy: 4.65 eV. As for the total energy: -2539.43300 Ha. Its charge is -3.

Last column: Mulliken charge in e.
CARTESIAN COORDINATES (ANGSTROEM)
H -0.4880 0.8784 -0.9946  0.292
O 4.8235 -2.2548 -3.1223  -0.340
H 0.5463 -2.1443 0.5368  -0.324
H 0.5527 -0.3420 -0.9927  -0.425
H -2.3656 1.6301 -3.1202  0.290
O -2.3954 4.7117 -0.6273  -0.716
N -1.6249 4.5093 0.3069  1.042
O 2.6147 -1.9715 -3.5537  -0.248
C -3.4023 -0.2709 -2.5467  0.281
C 3.8199 -1.7874 -4.0660  0.527
O -0.0549 0.7427 -4.9851  -0.505
H 2.0899 -2.0978 1.3412  0.396
H 4.8779 1.9141 2.7229  -0.299
C -0.4728 -1.4773 -4.5494  -0.441
B 1.4753 4.0489 3.5793  1.249
F -3.4315 -0.9182 1.7292  -0.277
H 5.1288 3.5351 2.0136  -0.267
C -3.4527 -0.4901 4.0458  -0.450
C -1.3512 0.3292 3.5049  0.365
H 4.1113 3.2647 3.4567  -0.237
H -3.4007 -1.1309 -3.2164  0.226
C -1.9131 3.2408 1.1662  -0.219
H -1.4425 -1.8748 -4.8490  0.295
H 0.9034 4.8161 3.0807  -0.434
F -0.9144 -3.6359 1.7599  -0.330
H 0.9574 3.7130 4.4643  -0.411
O 2.0280 0.6268 1.4101  -0.773
O -1.5232 -0.7538 2.7401  -0.114
C -4.8161 1.0054 -1.4008  0.606
C 1.3011 1.2164 0.5427  0.185
O 3.9977 -1.3054 -5.1830  -0.569
H -4.4428 -0.0947 3.8187  0.293
O 1.9683 -6.0867 0.6196  -0.631
O 0.0939 -0.6857 -6.6360  -0.612
C -2.8583 -1.2228 2.8541  0.340
O -0.3414 0.9951 3.6414  -0.421
O -2.4404 0.4526 4.3067  -0.392
C 1.2442 -2.7479 1.1171  0.222
C 1.4938 -5.0350 1.0011  0.519
H 1.8596 -2.9857 -1.9756  0.270
C 4.1186 -2.8905 -2.1362  -0.383
H 3.5792 2.7092 1.8650  -0.557
H 1.6177 3.1678 2.9730  -0.705
H -3.5342 -1.2747 4.7979  0.308
C 2.6554 -2.2725 -2.1902  0.295
C -3.3486 1.1591 -3.1247  -0.321
H 0.3875 -2.9175 3.1086  0.332
O 0.9558 -4.7918 2.2138  -0.382
O -4.1975 1.8427 -2.2273  -0.326
H -1.8008 2.4004 0.4812  -0.134
B 4.4329 2.8725 2.5044  0.507
F -2.2935 -0.2089 -1.8584  -0.113
H -2.9562 -2.2878 3.0645  0.172
O -5.6709 1.4041 -0.6577  -0.560
O -4.5121 -0.3061 -1.7059  -0.357
H -3.7878 1.2790 -4.1151  0.256
H -2.7431 3.2486 1.8727  0.383
O 1.6911 -3.8770 0.3396  -0.217
H 3.9242 -3.9587 -2.2330  0.291
N -0.1370 -0.3899 -5.4920  1.038
H 0.1610 -2.3591 -4.4553  0.239
H -0.5054 -0.0907 0.4374  -0.350
H -1.0671 3.2023 1.8525  0.015
H 2.4452 4.4400 3.8450  -0.248
O -0.7071 5.2045 0.6255  -0.485
H -0.4942 -1.0677 -3.5395  0.032
H 4.5615 -2.6411 -1.1719  0.344
F 2.6286 -1.2536 -1.3104  -0.268
C 0.1670 0.3841 -0.2771  0.437
O 1.2958 2.4384 0.3963  -0.586
C 0.3786 -3.4819 2.1762  0.381

***

(3)
DFT (wB97M-V/def2-TZVPD) results for 2 unconnected molecules or ions with the total composition C16H29BClN2O5S at a distorted geometry.

The calculation puts the max |F| at 0.0395 hartree/bohr. As for the lowest unoccupied orbital energy: -3.10 eV. As for the total energy: -1995.82018 Ha. Its charge is +1.

Last column: Mulliken charge in e.
CARTESIAN COORDINATES (ANGSTROEM)
H 5.9886 0.3395 0.3217  0.383
H -0.0782 0.8163 -0.3325  0.345
H -0.1467 -2.6128 0.9435  0.260
C 5.8585 2.3952 0.9086  0.238
H 8.5837 1.7389 -2.2397  0.256
N 4.7933 2.7537 -0.0872  -0.207
H 8.9186 1.9079 -0.5062  0.314
H -7.3676 -3.1339 -2.9116  0.279
H 0.0568 0.0520 1.2440  0.484
H 4.3244 3.6372 0.1160  0.382
H -1.3444 0.8290 2.6774  0.356
C -6.9188 -2.2001 -0.1039  -0.477
H -5.6774 -2.7544 1.6501  0.483
O -1.4967 1.7520 2.4235  -0.591
C -4.4766 -1.4549 0.3943  0.271
H 7.5233 0.9738 0.8945  0.426
H -7.2298 -3.2577 -0.0467  0.203
H -3.6744 2.8437 0.6200  0.341
H -7.8184 -1.6276 0.1556  0.309
H 8.0444 3.1876 -1.3953  0.264
C 8.1926 2.1112 -1.2946  -0.646
C 6.6359 1.2222 0.3100  -0.634
H -5.5993 -2.5257 -1.8595  0.228
C -2.2350 -1.7328 -0.6404  -0.147
C -6.4766 -1.9384 -1.5537  -0.206
S -3.9495 -4.0232 -0.1484  -0.156
C 0.6607 -2.5811 0.1994  -1.166
N -7.5749 -2.2167 -2.5255  -0.735
H 5.3568 2.0909 1.8278  0.333
H 0.3581 -3.2457 -0.6236  0.242
H -6.1740 -1.0704 1.5880  0.336
H 5.2333 2.8132 -1.0162  0.414
H 7.6186 3.3720 1.7020  0.357
H -7.4693 -1.5452 -3.2798  0.248
O -2.7220 2.9132 0.8034  -0.594
C -4.0951 0.0197 0.4112  0.191
B -2.2633 1.7122 1.2820  0.667
C 0.7537 -1.1529 -0.3981  0.208
C 6.7016 3.6350 1.1774  -1.450
C -5.8068 -1.9046 0.9692  -1.384
C -3.5639 -2.2707 -0.1183  0.614
H 6.1518 4.3396 1.8050  0.426
C -2.6220 0.3404 0.5453  0.251
C -0.2313 -0.1368 0.2033  -1.272
H 0.7572 -1.1692 -1.4904  0.477
H 1.6134 -2.9687 0.5670  0.472
O -4.9342 0.8591 0.2949  -0.641
O -1.6836 -2.2862 -1.5301  -0.536
H -2.9605 -4.6277 0.5602  0.192
H 6.9678 4.1661 0.2627  0.388
C -1.7152 -0.4873 0.0408  0.505
Cl 2.4406 -0.5175 0.0441  -0.296
O 6.9375 1.4644 -1.0518  -0.423
H 4.0849 2.0161 -0.1626  0.175
H -6.2505 -0.8600 -1.6264  0.241

***

(4)
DFT (wB97M-V/def2-TZVPD) results for a molecular structure, C16H29ClN3O6Si2 at a distorted geometry.

The calculation puts the max |F| at 0.1603 hartree/bohr. As for the lowest unoccupied orbital energy: 2.02 eV. As for the total energy: -2281.88519 Ha. Its charge is -1.

Last column: Mulliken charge in e.
CARTESIAN COORDINATES (ANGSTROEM)
N -0.8525 -2.3795 -4.1346  -0.529
C 1.0371 1.7602 -0.6768  -0.611
H -1.1704 2.0625 -3.0494  0.190
C 1.0547 -3.5120 -2.5938  -0.360
C 0.0861 -3.5131 -3.9002  -0.149
C 6.8326 3.6601 -1.4719  -1.344
H 7.2688 2.6988 -1.7546  0.293
C -0.8645 -1.3155 -3.0911  -0.037
H 4.4204 6.2196 -0.3317  0.286
N -4.1572 -4.1798 5.5731  -0.114
H -4.8606 -2.4608 6.4687  0.284
C 0.8910 2.6871 -2.0212  0.465
H -1.2918 3.4306 -1.6303  0.310
Si -0.2602 0.3463 -0.5196  -0.041
H -1.6008 0.9054 -0.8100  -0.019
H 7.5292 4.4537 -1.7567  0.363
H 1.6652 2.8657 -4.1585  0.293
C 1.1016 -2.3543 -1.4046  -0.216
H 5.2697 7.0038 -1.6882  0.300
C 5.5210 3.8495 -2.1835  0.818
H 0.1402 -4.4241 -4.6677  0.277
O -3.8644 -5.5620 3.8236  -0.654
O -0.2935 -0.3361 1.1255  -0.409
C -0.6489 2.9741 -2.5055  -1.148
H -6.2254 -5.9933 5.7810  0.354
H 1.7905 -2.3850 -0.4600  0.313
C -3.3915 -0.2281 1.0808  0.449
H 1.4485 1.0295 -3.6360  0.196
C -6.0523 -5.5382 4.8015  -1.247
C 1.8010 2.0848 -3.2672  -0.818
Cl -1.8385 -1.7942 3.5082  -0.362
C -4.8843 -3.5389 6.6411  -0.846
H 1.3642 3.7518 -1.7673  0.142
C -0.0027 -1.1372 -1.7212  0.479
H 6.6735 3.6635 -0.3898  0.374
H 1.8070 -4.4269 -2.4832  0.224
O -3.5840 1.1249 1.6720  -0.723
N 4.8331 5.0051 -1.9462  -0.118
H 2.9450 2.0965 -2.9721  0.153
C 5.2048 6.0980 -1.0817  -0.875
H 6.1593 5.9273 -0.5828  0.321
H -6.2794 -6.2789 4.0308  0.280
O 5.0659 3.0085 -2.9545  -0.637
H -5.9204 -3.8737 6.6979  0.309
H -4.3776 -3.7667 7.5813  0.292
H -0.5808 3.8300 -3.3348  0.376
H -1.7198 -3.5162 1.1873  0.268
C -4.6158 -5.1081 4.6827  0.815
H -6.7121 -4.6775 4.6599  0.341
H -1.6503 -0.4356 -3.2883  0.213
H 3.9589 5.0673 -2.4574  0.214
O -4.4075 -0.7089 0.3569  -0.635
O -1.8529 -2.7764 0.4947  -0.498
H 2.1462 1.3375 -0.5971  0.273
H 0.9093 2.4523 0.2875  0.292
Si -1.7825 -1.2377 1.3992  0.643
H -3.1819 -3.9357 5.4361  0.188

***

Per-record HOMO energy, eV: -8.9 3.0 -10.8 -4.3
Per-record energy relative to the best compared isomer or geometry (same formula, charge and spin), kcal/mol: 0.0 116.0 0.0 248.6
Per-record orbital gap, Eh: 0.3442 0.0613 0.2826 0.2335